Record 1
ORCA calculation (wB97M-V/def2-TZVPD) on a molecular structure, C52H54ClCsN6O.

The calculation puts the HOMO-LUMO gap at 4.91 eV. The value obtained for the HOMO energy is -1.0885 eV. The calculation puts the lowest unoccupied orbital energy at 3.82 eV. The energy relative to the best compared isomer or geometry (same formula, charge and spin) is 3.2 kJ/mol.

```
! RIJCOSX wB97M-V def2-TZVPD def2/J DEFGRID3
* xyz -2 1
Cs -0.962 -0.215 0.222
C -0.023 -3.764 -5.634
C -1.146 -3.572 -4.609
C -0.633 -3.345 -3.222
C -0.553 -4.228 -2.196
C -0.945 -5.673 -2.182
C 0.254 -6.610 -2.364
C 0.042 -3.494 -1.068
N 0.323 -2.234 -1.445
C -0.080 -2.079 -2.719
C -0.016 -0.879 -3.439
C 0.474 0.369 -3.011
C 0.492 1.596 -3.818
C -0.042 1.732 -5.210
C -1.568 1.875 -5.233
C 1.014 2.566 -3.022
C 1.308 1.925 -1.734
C 1.841 2.569 -0.613
C 2.106 2.034 0.659
N 1.758 0.798 1.062
C 2.214 0.620 2.314
C 2.098 -0.572 3.049
C 1.611 -1.813 2.620
N 1.082 -2.065 1.406
C 0.815 -3.379 1.333
C 0.281 -4.024 0.205
C 1.179 -4.033 2.596
C 1.676 -3.055 3.399
C 2.264 -3.195 4.770
C 3.795 -3.275 4.752
C 1.085 -5.502 2.868
C 2.231 -6.295 2.230
C 2.906 1.830 2.763
C 2.844 2.712 1.728
C 3.450 4.081 1.646
C 2.464 5.212 1.950
C 3.608 2.009 4.075
C 5.003 1.377 4.089
N 0.978 0.619 -1.792
C 1.274 4.000 -3.364
C 2.742 4.268 -3.713
H -0.422 -3.902 -6.642
H 0.639 -2.897 -5.639
H 0.581 -4.637 -5.379
H -1.764 -2.721 -4.912
H -1.802 -4.448 -4.624
H -1.444 -5.909 -1.238
H -1.676 -5.866 -2.973
H 0.995 -6.432 -1.582
H -0.045 -7.661 -2.327
H 0.739 -6.421 -3.324
H -0.408 -0.910 -4.451
H 0.414 2.598 -5.700
H 0.245 0.858 -5.804
H -1.870 2.772 -4.690
H -1.949 1.943 -6.256
H -2.040 1.025 -4.740
H 2.113 3.613 -0.752
H 2.497 -0.545 4.060
H 0.040 -5.076 0.334
H 1.960 -2.347 5.391
H 1.863 -4.090 5.255
H 4.213 -2.390 4.270
H 4.207 -3.349 5.762
H 4.121 -4.145 4.180
H 1.079 -5.683 3.947
H 0.134 -5.886 2.485
H 3.192 -5.967 2.631
H 2.127 -7.368 2.415
H 2.253 -6.128 1.152
H 4.297 4.150 2.337
H 3.864 4.226 0.644
H 2.127 5.151 2.987
H 2.921 6.193 1.794
H 1.580 5.133 1.315
H 3.690 3.076 4.309
H 3.010 1.565 4.879
H 5.633 1.835 3.323
H 5.494 1.496 5.059
H 4.934 0.312 3.861
H 0.643 4.302 -4.205
H 0.983 4.636 -2.522
H 3.035 3.680 -4.584
H 2.917 5.325 -3.932
H 3.388 3.973 -2.885
Cl -9.619 0.187 -1.078
C -7.875 -0.036 -0.972
C -7.294 -1.211 -1.480
C -5.945 -1.392 -1.397
C -5.039 -0.422 -0.801
O -3.819 -0.659 -0.742
C -5.688 0.780 -0.307
C -5.003 1.885 0.316
N -3.748 2.057 0.501
C -3.320 3.261 1.042
C -3.802 4.485 0.625
C -3.300 5.695 1.149
C -2.298 5.698 2.074
C -1.749 4.463 2.507
C -0.661 4.389 3.404
C -0.132 3.178 3.734
C -0.728 2.018 3.191
N -1.764 2.042 2.391
C -2.260 3.244 2.009
C -7.085 0.922 -0.400
H -7.928 -1.966 -1.932
H -5.487 -2.295 -1.781
H -5.689 2.667 0.688
H -4.554 4.513 -0.154
H -3.709 6.632 0.789
H -1.894 6.626 2.461
H -0.239 5.310 3.792
H 0.736 3.091 4.373
H -0.315 1.043 3.430
H -7.544 1.824 -0.010
*
```

=====

Record 2
ORCA calculation (wB97M-V/def2-TZVPD) on a molecular structure, C52H55BaGeN2O2PSSi.

The calculation puts the HOMO-LUMO gap (alpha / beta) at 7.78 / 5.45 eV. The value obtained for the HOMO energy (alpha / beta) is -10.0382 / -10.0383 eV. The calculation puts the lowest unoccupied orbital energy (alpha / beta) at -2.26 / -4.59 eV. The energy relative to the best compared isomer or geometry (same formula, charge and spin) is 209.8 kJ/mol. The expectation value of S² is 0.76.

```
! RIJCOSX wB97M-V def2-TZVPD def2/J DEFGRID3
* xyz 1 2
Ba 0.205 -0.425 -0.520
N -2.907 0.280 1.163
P -1.921 1.563 0.547
C -3.307 2.705 0.135
C -4.233 3.072 1.110
C -5.354 3.808 0.773
C -5.575 4.172 -0.547
C -4.654 3.821 -1.521
C -3.526 3.089 -1.180
C -1.384 2.276 2.142
C -1.490 3.639 2.413
C -1.002 4.164 3.598
C -0.414 3.330 4.534
C -0.290 1.976 4.269
C -0.758 1.454 3.075
C -3.243 -0.770 0.342
C -4.439 -1.478 0.532
C -4.722 -2.544 -0.295
C -3.821 -2.868 -1.305
C -2.675 -2.110 -1.420
N -2.381 -1.091 -0.622
H -3.641 0.539 1.814
H -4.080 2.786 2.142
H -6.055 4.094 1.543
H -6.468 4.716 -0.814
H -4.817 4.111 -2.548
H -2.812 2.802 -1.940
H -1.975 4.289 1.699
H -1.092 5.222 3.797
H -0.054 3.737 5.466
H 0.163 1.324 5.000
H -0.660 0.393 2.867
H -5.123 -1.185 1.316
H -5.637 -3.102 -0.167
H -4.001 -3.683 -1.987
H -1.954 -2.325 -2.196
C 1.816 4.179 0.854
S 0.928 3.948 -0.729
C -0.242 5.350 -0.511
O 0.106 2.720 -0.518
H 2.330 5.132 0.833
H 2.535 3.371 0.948
H 1.112 4.127 1.678
H 0.282 6.265 -0.764
H -0.595 5.371 0.512
H -1.079 5.208 -1.190
C -2.121 -3.886 2.157
C -0.729 -4.483 2.232
C 0.012 -3.896 3.418
C -0.766 -5.996 2.325
Si 0.252 -3.878 0.622
O 0.328 -2.321 0.674
C 1.909 -4.807 0.811
C 2.076 -6.100 0.333
C 3.289 -6.753 0.470
C 4.350 -6.112 1.090
C 4.200 -4.816 1.552
C 2.982 -4.172 1.414
C -0.410 -4.532 -1.035
C 0.350 -4.180 -2.148
C 0.008 -4.601 -3.421
C -1.097 -5.418 -3.601
C -1.845 -5.808 -2.505
C -1.508 -5.357 -1.239
H -2.696 -4.152 3.047
H -2.673 -4.231 1.286
H -2.060 -2.802 2.108
H -0.522 -4.112 4.345
H 0.107 -2.817 3.316
H 1.005 -4.324 3.499
H -1.389 -6.301 3.168
H 0.232 -6.396 2.490
H -1.174 -6.456 1.428
H 1.253 -6.603 -0.155
H 3.409 -7.761 0.097
H 5.292 -6.627 1.221
H 5.030 -4.309 2.023
H 2.848 -3.163 1.775
H 1.245 -3.587 -1.998
H 0.612 -4.310 -4.268
H -1.368 -5.751 -4.590
H -2.687 -6.473 -2.637
H -2.115 -5.667 -0.400
C 3.368 2.042 -2.377
Ge 3.103 0.421 -1.197
C 3.831 1.121 0.535
C 3.157 0.966 1.740
C 3.738 1.348 2.938
C 5.013 1.886 2.942
C 5.688 2.070 1.747
C 5.096 1.699 0.553
C 4.583 -0.741 -1.927
C 4.741 -0.755 -3.295
C 5.864 -1.322 -3.909
C 6.856 -1.864 -3.141
C 6.730 -1.899 -1.739
C 7.763 -2.426 -0.937
C 7.645 -2.478 0.422
C 6.454 -2.051 1.026
C 5.433 -1.538 0.274
C 5.554 -1.389 -1.122
H 4.401 2.083 -2.722
H 3.164 2.940 -1.800
H 2.710 2.043 -3.240
H 2.162 0.516 1.738
H 3.204 1.206 3.867
H 5.481 2.156 3.876
H 6.683 2.485 1.747
H 5.629 1.838 -0.380
H 3.992 -0.287 -3.921
H 5.954 -1.307 -4.985
H 7.746 -2.285 -3.587
H 8.660 -2.771 -1.429
H 8.457 -2.853 1.028
H 6.353 -2.129 2.098
H 4.506 -1.244 0.747
*
```